(1)
# C5H8N2

C5H8N2 in the gas phase (the ωB97M-V functional and the def2-TZVPD basis, the OMol25 dataset).

Computed properties:
* LUMO energy: 1.04 eV
* energy above the lowest of the compared OMol25 structures with the same formula, charge and spin: 10.6 kcal/mol
* orbital gap: 10.00 eV
* charge: 0
* highest occupied orbital energy: -8.953 eV

```
15
Properties=species:S:1:pos:R:3:forces:R:3
C -0.686152 -2.033672 -1.250579 -0.032 -0.067 -0.054
N -0.088927 -0.888842 -0.600415 0.149 -0.068 -0.034
C 1.226210 -0.636025 -0.416953 -0.141 -0.016 -0.028
C 1.303870 0.524152 0.319577 0.016 0.009 0.009
C -0.039377 0.899437 0.543751 -0.007 0.003 0.034
C -0.550249 2.090167 1.298106 0.000 -0.020 0.018
N -0.873847 0.028916 -0.015712 0.196 0.091 0.060
H 0.051957 -2.490042 -1.915440 -0.128 0.070 0.117
H -1.544770 -1.698298 -1.835850 0.124 -0.069 0.085
H -1.017708 -2.771771 -0.512613 0.037 0.113 -0.121
H 1.986790 -1.295696 -0.815880 -0.141 0.144 0.066
H 2.198001 1.032813 0.650093 -0.124 -0.066 -0.041
H -0.851173 2.900328 0.625427 0.054 -0.131 0.052
H 0.228112 2.476152 1.962444 -0.127 -0.040 -0.075
H -1.420571 1.815039 1.900592 0.122 0.045 -0.088
```
Forces are in eV/Å.

=====

(2)
# C5H8N2

C5H8N2 in the gas phase at a distorted geometry (the ωB97M-V functional and the def2-TZVPD basis, the OMol25 dataset).

Computed properties:
* LUMO energy: 0.90 eV
* energy above the lowest of the compared OMol25 structures with the same formula, charge and spin: 32.3 kcal/mol
* orbital gap: 11.17 eV
* charge: 0
* highest occupied orbital energy: -10.272 eV

```
15
Properties=species:S:1:pos:R:3:forces:R:3
N -0.647095 1.927657 0.906972 -0.095 -0.107 0.099
C -0.148971 0.560194 0.799475 0.082 -0.088 -0.120
C -1.138582 -0.458697 1.210376 -0.596 -0.589 0.781
N -1.881192 -1.212237 1.676963 0.520 0.551 -0.606
C 0.445540 0.255671 -0.571788 -0.035 -0.041 0.123
C -0.024262 -0.852591 -1.481909 -0.148 0.001 -0.141
C 1.232146 -1.021417 -0.688116 0.263 -0.173 0.004
H -0.647629 2.213555 1.880882 -0.115 -0.002 -0.147
H -1.600332 1.996090 0.564517 0.118 0.044 -0.014
H 0.661274 0.444010 1.528133 -0.031 0.191 -0.077
H 0.805541 1.169442 -1.054021 0.096 -0.449 0.226
H -0.884088 -1.461702 -1.207295 0.158 0.221 -0.007
H 0.106538 -0.685323 -2.546528 -0.203 0.021 0.142
H 2.179002 -0.967706 -1.203461 0.045 -0.101 -0.072
H 1.210829 -1.754331 0.128355 -0.058 0.523 -0.189
```
Forces are in eV/Å.

=====

(3)
# C5H8N2

C5H8N2 in the gas phase at a distorted geometry (the ωB97M-V functional and the def2-TZVPD basis, the OMol25 dataset).

Computed properties:
* expectation value of S²: 2.02
* LUMO energy (alpha / beta): 1.01 / -0.04 eV
* 2S+1: 3
* energy above the lowest of the compared OMol25 structures with the same formula, charge and spin: 39.2 kcal/mol
* orbital gap (alpha / beta): 8.15 / 9.90 eV
* charge: 0
* highest occupied orbital energy (alpha / beta): -7.133 / -9.947 eV

```
15
Properties=species:S:1:pos:R:3:forces:R:3
C 1.589556 -0.030491 0.046519 -2.114 0.133 0.585
C 1.731286 1.150993 0.576075 1.136 -0.362 -0.901
C -0.543594 -1.033403 0.746391 -0.457 0.608 -1.163
C -0.649485 0.444759 -1.119824 1.474 1.126 -3.982
C 0.272008 -0.619206 -0.545931 1.380 -0.508 0.149
N -1.509322 0.152399 0.880426 1.218 -1.227 1.221
N -1.379245 1.044474 -0.067913 -0.243 1.176 -1.792
H 2.151056 -0.812690 0.467623 1.198 -1.163 0.348
H 1.579487 2.146579 0.278025 -0.653 1.138 0.153
H -1.258316 -1.826293 0.462114 0.927 -0.388 0.785
H 0.181562 -1.150393 1.602693 -1.419 -0.267 -0.685
H -0.054734 1.234663 -1.748802 -0.593 -0.860 1.682
H -1.199204 0.091616 -2.050811 -0.410 -0.265 1.444
H 0.643547 -1.464784 -1.264732 -1.370 1.341 1.343
H -1.554602 0.671773 1.738145 -0.074 -0.482 0.813
```
Forces are in eV/Å.

=====

(4)
# C5H8N2O

C5H8N2O in the gas phase at a distorted geometry (the ωB97M-V functional and the def2-TZVPD basis, the OMol25 dataset).

Computed properties:
* LUMO energy: 0.84 eV
* energy above the lowest of the compared OMol25 structures with the same formula, charge and spin: 75.3 kcal/mol
* orbital gap: 8.64 eV
* charge: 0
* highest occupied orbital energy: -7.799 eV

```
16
Properties=species:S:1:pos:R:3:forces:R:3
C 0.663197 -1.910838 -0.112798 -0.047 1.487 -1.649
C -0.060828 -0.565918 -0.441306 0.395 -2.628 0.078
C -0.745099 -0.226115 -1.531729 0.440 -0.253 0.146
C -1.195841 1.185575 -1.324103 -1.632 -0.136 0.147
C 0.594600 0.643656 1.668893 0.079 0.679 -0.315
H 1.728570 -1.691658 0.066076 -0.366 -0.165 0.056
H 0.605740 -2.566505 -1.009535 -0.038 0.482 0.637
H 0.246303 -2.430058 0.723733 -0.310 -0.188 0.591
H -0.967829 -0.890853 -2.353413 0.092 0.259 -0.048
H -2.326828 1.241836 -1.095176 1.413 0.080 -0.463
H -0.909226 1.849430 -2.128825 -0.292 0.230 -0.223
H 0.970925 -0.339750 2.052809 -0.269 0.946 -0.087
H 1.242882 1.803133 3.025412 0.212 -0.157 0.352
N -0.120311 0.445596 0.487763 0.882 0.822 1.582
N 0.734445 1.834236 2.157724 -0.362 -1.793 -0.875
O -0.460700 1.618233 -0.185524 -0.197 0.336 0.072
```
Forces are in eV/Å.